(1)
# C21H30N2RuSi

A molecular structure, C21H30N2RuSi at a distorted geometry (the ωB97M-V functional and the def2-TZVPD basis, OMol25).

Calculated values
**HOMO (spin up / spin down)**: -9.49 / -11.39 eV
**Expectation value of S²**: 8.787
**Energy relative to the best compared isomer or geometry (same formula, charge and spin)**: 0.0 kcal/mol
**Charge**: +1
**LUMO (spin up / spin down)**: -2.6 / -5.3 eV
**2S+1**: 6
**F_max**: 2.487 eV/A
**HOMO-LUMO gap (spin up / spin down)**: 0.25333 / 0.22454 Ha

Geometry (Å):
C 0.5701 2.1378 1.6133
C -0.4257 1.8341 0.5992
C -1.6571 1.4431 1.2996
H -0.3726 2.0561 -0.4737
C -1.3775 1.5414 2.7143
C -0.0462 2.0042 2.8755
H 0.3867 2.3169 3.8169
H 1.5621 2.5471 1.3792
H -2.6296 1.3244 0.8138
H -2.1376 1.4072 3.4881
Ru -0.3733 -0.2589 1.0714
C -1.9108 -2.1352 -1.7353
H -2.9209 -1.9009 -1.3616
H -1.6451 -3.0504 -1.2412
H -2.0310 -2.3297 -2.8108
Si -0.3650 -0.9324 -1.3597
C 1.4096 -0.4921 -2.1522
C 2.0451 0.7459 -1.9318
H 1.5191 1.6126 -1.5098
C 3.4121 0.9200 -2.2426
H 3.8945 1.8976 -2.1121
C 4.1540 -0.1716 -2.6986
H 5.2243 -0.0564 -2.8754
C 3.5426 -1.4089 -2.9219
H 4.1583 -2.2516 -3.2583
C 2.1529 -1.5523 -2.6907
H 1.6222 -2.4830 -2.8935
C -1.3598 0.5345 -2.1143
C -0.8842 1.2572 -3.2046
H 0.1301 1.0993 -3.5859
C -1.6865 2.2575 -3.7773
H -1.2752 2.8910 -4.5746
C -2.9865 2.4656 -3.2965
H -3.6294 3.2152 -3.7630
C -3.5053 1.6765 -2.2576
H -4.5400 1.7968 -1.8986
C -2.6757 0.7163 -1.6631
H -3.0772 0.1108 -0.8341
H -1.3862 -1.2473 0.3788
H 0.5710 -1.5695 -0.2977
N -1.1896 -1.3030 2.8077
C -0.4581 -1.2544 4.1366
C 1.0278 -0.9849 4.0204
C 1.7253 -1.7292 2.8982
N 1.5956 -1.0315 1.5910
H -1.2247 -2.2831 2.5134
H -2.1826 -1.0513 2.9273
H -0.9767 -0.4891 4.7197
H -0.6626 -2.2133 4.6219
H 1.1843 0.0967 3.9571
H 1.4576 -1.3289 4.9664
H 2.7933 -1.7945 3.1337
H 1.3050 -2.7306 2.7786
H 2.2231 -0.2254 1.5801
H 1.9260 -1.6463 0.8342

(2)
# C35H32N5RuSb

A molecular structure, C35H32N5RuSb (the ωB97M-V functional and the def2-TZVPD basis, OMol25).

Calculated values
**HOMO (spin up / spin down)**: -11.86 / -13.95 eV
**Expectation value of S²**: 6.086
**Energy relative to the best compared isomer or geometry (same formula, charge and spin)**: 0.0 kcal/mol
**Charge**: +2
**LUMO (spin up / spin down)**: -5.8 / -7.3 eV
**2S+1**: 5
**F_max**: 0.786 eV/A
**HOMO-LUMO gap (spin up / spin down)**: 0.22327 / 0.24282 Ha

Geometry (Å):
Ru 0.2572 -0.0757 -0.7505
C -0.1997 -3.1372 0.0082
N -0.7409 -2.2282 -1.0244
C -2.1939 -2.0175 -0.9208
C -2.4298 -1.0216 0.1622
N -1.6506 0.0280 0.3478
C -2.1876 0.7197 1.4543
C -1.8066 1.9016 2.0910
C -2.5731 2.3263 3.1559
C -3.7009 1.6107 3.5905
C -4.0954 0.4490 2.9657
C -3.3146 0.0294 1.8945
N -3.4275 -1.0733 1.0518
C 1.1278 -2.6444 0.4759
N 1.3732 -1.3730 0.7179
C 2.6946 -1.3265 1.1935
C 3.4682 -0.2614 1.6504
C 4.7482 -0.5426 2.0823
C 5.2566 -1.8531 2.0823
C 4.4933 -2.9195 1.6601
C 3.2083 -2.6214 1.2198
N 2.1756 -3.4326 0.7536
H -0.1250 -4.1609 -0.3588
H -0.8752 -3.1477 0.8651
H -0.5276 -2.5970 -1.9445
H -2.7509 -2.9382 -0.7333
H -2.5413 -1.6050 -1.8684
H -0.9526 2.4754 1.7670
H -2.3040 3.2404 3.6679
H -4.2753 1.9830 4.4283
H -4.9709 -0.1013 3.2873
H -4.1633 -1.7618 1.0709
H 3.0788 0.7448 1.6885
H 5.3737 0.2622 2.4445
H 6.2637 -2.0298 2.4365
H 4.8769 -3.9319 1.6789
H 2.2070 -4.4355 0.6588
C 1.2979 1.8386 -7.6167
C 0.0108 2.0488 -7.1409
C -0.2327 2.0364 -5.7715
C 0.8245 1.8082 -4.8935
C 2.1179 1.5990 -5.3673
C 2.3498 1.6155 -6.7341
Sb 0.3823 1.7839 -2.8316
C 2.0944 2.5697 -1.9088
C 2.2563 2.1120 -0.4808
C 2.9908 3.1292 0.3555
C 3.7887 4.0588 -0.2248
C 3.8397 4.2108 -1.6334
C 2.9060 3.5168 -2.4429
C 1.1933 -0.4140 -2.6967
C 2.5291 -0.7888 -2.4583
C 3.0635 -1.9171 -3.0657
C 2.2990 -2.6535 -3.9627
C 0.9908 -2.2665 -4.2615
C 0.4451 -1.1635 -3.6337
H 1.4859 1.8541 -8.6827
H -0.8029 2.2304 -7.8320
H -1.2371 2.2129 -5.4029
H 2.9383 1.4213 -4.6818
H 3.3522 1.4583 -7.1124
H 2.9223 1.2282 -0.4871
H 2.9211 3.0525 1.4363
H 4.3735 4.7262 0.3965
H 4.5030 4.9394 -2.0770
H 2.8029 3.8005 -3.4849
H 3.1625 -0.1977 -1.8106
H 4.0880 -2.2026 -2.8614
H 2.7293 -3.5176 -4.4547
H 0.4157 -2.8135 -4.9993
H -0.5663 -0.8595 -3.8864
C 0.9255 1.6736 0.1410
H 1.0234 1.4057 1.1935
H 0.1868 2.4683 0.0412

(3)
# C4H9NO

C4H9NO in the gas phase at a distorted geometry (the ωB97M-V functional and the def2-TZVPD basis, OMol25).

Calculated values
**HOMO**: -8.67 eV
**SMILES string**: NC1(CO)CC1
**Energy relative to the best compared isomer or geometry (same formula, charge and spin)**: 67.6 kcal/mol
**LUMO**: 0.9 eV
**F_max**: 5.757 eV/A
**HOMO-LUMO gap**: 0.35070 Ha

Geometry (Å):
N 0.0918 1.5733 0.0210
C 0.1911 0.1923 -0.0715
C -1.1157 -0.3989 -0.5252
O -2.0968 -0.2011 0.4909
C 1.3803 -0.4747 -0.4994
C 0.9376 -0.6076 0.9723
H 1.0210 2.1045 -0.0014
H -0.5016 1.8976 0.8449
H -1.1371 -1.5100 -0.7048
H -1.3811 0.0855 -1.5136
H -2.9720 0.1966 -0.0970
H 2.2711 0.1423 -0.7010
H 1.2092 -1.2585 -1.2618
H 1.5293 -0.1857 1.7067
H 0.5728 -1.5557 1.3398

(4)
# C27H21N5

C27H21N5 in the gas phase at a distorted geometry (the ωB97M-V functional and the def2-TZVPD basis, OMol25).

Calculated values
**HOMO**: -8.26 eV
**SMILES string**: c1ccc(-c2ccc(CNc3nc(-c4ccccn4)nnc3-c3ccccc3)cc2)cc1
**LUMO**: 0.0 eV
**F_max**: 1.320 eV/A
**HOMO-LUMO gap**: 0.30206 Ha

Geometry (Å):
C 5.9835 1.8827 -1.7372
C 5.4711 2.9520 -1.0220
C 4.3140 2.8021 -0.2803
C 3.6540 1.5766 -0.2372
C 2.4237 1.4065 0.5494
C 2.2214 0.2559 1.3077
C 1.0526 0.0733 2.0190
C 0.0525 1.0357 1.9867
C -1.2757 0.7814 2.6550
N -2.3236 0.5881 1.6630
C -2.1658 -0.3416 0.7005
N -1.1964 -1.2317 0.8416
C -0.8614 -1.9513 -0.2226
C 0.2404 -2.9100 -0.0946
C 0.6321 -3.6741 -1.1958
C 1.7051 -4.5344 -1.0538
C 2.3455 -4.6079 0.1744
C 1.8720 -3.8099 1.2070
N 0.8527 -2.9842 1.0836
N -1.4178 -1.8006 -1.4224
N -2.5087 -1.0970 -1.5035
C -2.9712 -0.4036 -0.4840
C -4.2488 0.2844 -0.6435
C -4.6154 0.7689 -1.8993
C -5.8192 1.4237 -2.0692
C -6.6770 1.5976 -0.9942
C -6.3296 1.1009 0.2513
C -5.1235 0.4491 0.4307
C 0.2545 2.1929 1.2447
C 1.4280 2.3802 0.5396
C 4.1789 0.5068 -0.9591
C 5.3325 0.6606 -1.7049
H 6.8860 2.0014 -2.3186
H 5.9767 3.9068 -1.0417
H 3.9267 3.6353 0.2884
H 2.9887 -0.5033 1.3405
H 0.8998 -0.8406 2.5698
H -1.5717 1.6174 3.2917
H -1.2088 -0.1300 3.2545
H -2.9394 1.3587 1.4561
H 0.0961 -3.5691 -2.1248
H 2.0393 -5.1380 -1.8858
H 3.1875 -5.2653 0.3280
H 2.3356 -3.8333 2.1857
H -3.9398 0.6191 -2.7268
H -6.0933 1.7996 -3.0440
H -7.6177 2.1108 -1.1281
H -7.0040 1.2177 1.0873
H -4.8745 0.0341 1.3972
H -0.5174 2.9504 1.2069
H 1.5611 3.2744 -0.0522
H 3.6638 -0.4433 -0.9496
H 5.7251 -0.1756 -2.2652